Arrangement 1

Density functional theory data (ωB97M-V/def2-TZVPD) for a cluster of 2 separate species, C36H52Cl2N2O4 in total.

Last column: Mulliken charge in e.
Element x y z (Å)
1 C 7.73 1.55 0.54  -1.11
2 C 7.36 0.89 -0.88  -0.43
3 C 5.75 0.90 -1.17  -0.46
4 C 5.46 0.49 -2.70  -0.63
5 C 4.67 -0.89 -2.90  -1.02
6 C 3.41 -1.10 -1.94  0.46
7 C 2.14 -0.18 -2.11  0.42
8 C 0.85 -0.34 -1.21  0.01
9 C 0.79 -1.46 -0.10  -0.02
10 C -0.53 -1.56 0.80  -0.84
11 C -0.59 -0.20 1.70  -0.66
12 C -2.16 0.04 2.03  -0.71
13 C 2.05 -2.40 0.06  -0.22
14 C 1.91 -3.55 1.19  -1.13
15 N 2.03 -3.04 2.58  -0.59
16 C 3.35 -2.22 -0.82  0.63
17 C 4.60 -3.21 -0.53  -0.71
18 Cl 6.19 -2.27 -0.27  -0.16
19 C 4.73 -4.34 -1.69  0.22
20 C 3.27 -4.61 -2.36  -0.84
21 Cl 5.14 -5.95 -0.82  -0.21
22 C -0.40 0.64 -1.50  0.48
23 O -1.59 0.25 -1.41  -0.60
24 C -0.01 2.15 -1.96  0.37
25 C -0.87 3.41 -1.52  -0.56
26 C -2.41 3.37 -1.95  -0.35
27 C -3.33 4.24 -0.92  -0.89
28 C -3.75 3.42 0.40  -0.07
29 N -4.95 2.54 0.20  0.25
30 C -5.38 1.42 1.06  -0.40
31 C -6.66 0.72 0.55  -0.36
32 C -7.09 1.49 -0.75  -0.81
33 C -5.98 2.58 -0.83  -0.08
34 C 1.16 2.28 -2.78  0.07
35 C 1.67 3.70 -3.36  -0.86
36 C 0.93 3.98 -4.78  -0.95
37 C 2.07 1.01 -3.20  0.24
38 O 2.68 0.99 -4.30  -0.58
39 H 8.85 1.38 0.80  0.32
40 H 7.14 1.11 1.43  0.26
41 H 7.59 2.69 0.56  0.30
42 H 7.87 1.54 -1.68  0.31
43 H 7.81 -0.16 -0.95  0.27
44 H 5.16 0.32 -0.39  0.30
45 H 5.46 2.02 -1.06  0.29
46 H 6.49 0.34 -3.20  0.50
47 H 4.98 1.37 -3.29  0.24
48 H 4.27 -0.90 -3.98  0.40
49 H 5.38 -1.80 -2.85  0.06
50 H -0.52 -2.42 1.55  0.35
51 H -1.48 -1.69 0.16  0.46
52 H 0.02 -0.40 2.66  0.43
53 H -0.09 0.67 1.15  0.33
54 H -2.30 1.05 2.53  0.22
55 H -2.44 -0.76 2.81  0.11
56 H -2.81 -0.10 1.08  0.33
57 H 0.82 -3.95 1.06  0.36
58 H 2.58 -4.46 0.98  0.30
59 H 2.06 -2.01 2.64  0.32
60 H 1.20 -3.39 3.10  0.33
61 H 4.46 -3.80 0.46  0.44
62 H 5.53 -4.12 -2.47  0.32
63 H 3.26 -5.60 -2.94  0.41
64 H 2.96 -3.76 -3.06  0.18
65 H 2.48 -4.72 -1.52  0.15
66 H -0.45 4.42 -1.86  0.17
67 H -0.86 3.44 -0.36  0.24
68 H -2.88 2.33 -1.97  0.27
69 H -2.62 3.84 -2.99  0.25
70 H -4.27 4.67 -1.42  0.39
71 H -2.68 5.13 -0.55  0.35
72 H -4.02 4.12 1.28  0.29
73 H -2.92 2.72 0.79  -0.01
74 H -4.89 1.04 2.02  0.44
75 H -7.24 -0.17 0.95  0.31
76 H -7.97 1.30 -1.46  0.32
77 H -6.01 3.34 -1.67  0.19
78 H 1.49 4.57 -2.65  0.43
79 H 2.80 3.65 -3.62  0.30
80 H 0.81 3.03 -5.41  0.29
81 H -0.13 4.41 -4.65  0.22
82 H 1.50 4.77 -5.40  0.33
83 C -6.17 -3.08 6.48  -0.93
84 C -6.93 -2.14 5.56  -0.40
85 O -6.19 -0.93 5.34  -0.39
86 C -5.24 -0.77 4.40  0.80
87 C -4.70 -1.99 3.71  -0.94
88 O -4.79 0.33 4.17  -0.56
89 H -5.22 -3.39 6.04  0.27
90 H -6.76 -3.97 6.69  0.35
91 H -5.93 -2.58 7.42  0.29
92 H -7.20 -2.61 4.61  0.35
93 H -7.86 -1.84 6.04  0.31
94 H -3.81 -2.34 4.24  0.28
95 H -4.42 -1.72 2.69  0.26
96 H -5.41 -2.81 3.62  0.36

Values from the calculation:
* HOMO: -7.5 eV

=====

Arrangement 2

Density functional theory data (ωB97M-V/def2-TZVPD) for a cluster of 2 separate species, C36H52Cl2N2O4 in total.

Last column: Mulliken charge in e.
Element x y z (Å)
1 C 6.90 1.64 0.75  -1.40
2 C 6.75 1.01 -0.63  -0.46
3 C 5.30 0.97 -1.09  -0.51
4 C 5.13 0.45 -2.53  -0.94
5 C 4.37 -0.87 -2.73  -1.23
6 C 3.14 -1.05 -1.86  0.84
7 C 2.03 -0.19 -1.98  0.17
8 C 0.92 -0.32 -1.15  0.75
9 C 0.83 -1.33 -0.21  -0.18
10 C -0.39 -1.38 0.68  -1.29
11 C -0.46 -0.18 1.65  -0.74
12 C -1.89 0.12 2.08  -1.00
13 C 1.88 -2.26 -0.13  0.22
14 C 1.73 -3.45 0.79  -1.63
15 N 2.08 -3.12 2.18  -0.55
16 C 3.06 -2.08 -0.91  0.47
17 C 4.19 -3.07 -0.69  -1.32
18 Cl 5.74 -2.30 -0.22  -0.18
19 C 4.44 -4.05 -1.85  0.46
20 C 3.23 -4.31 -2.73  -1.20
21 Cl 4.95 -5.62 -1.12  -0.21
22 C -0.20 0.65 -1.34  0.32
23 O -1.35 0.33 -1.15  -0.67
24 C 0.16 2.03 -1.76  0.24
25 C -0.71 3.16 -1.32  -1.31
26 C -2.15 3.13 -1.83  -0.30
27 C -3.08 3.99 -0.97  -1.35
28 C -3.60 3.27 0.26  -0.13
29 N -4.66 2.31 -0.03  0.34
30 C -5.04 1.33 0.85  -0.91
31 C -6.08 0.62 0.30  -0.49
32 C -6.33 1.18 -0.97  -0.90
33 C -5.44 2.21 -1.15  -0.31
34 C 1.22 2.15 -2.57  0.91
35 C 1.68 3.42 -3.23  -1.30
36 C 0.90 3.71 -4.51  -1.23
37 C 1.97 0.92 -2.98  0.23
38 O 2.48 0.87 -4.07  -0.61
39 H 7.91 1.51 1.13  0.39
40 H 6.22 1.18 1.47  0.32
41 H 6.69 2.71 0.72  0.35
42 H 7.32 1.60 -1.35  0.33
43 H 7.19 0.01 -0.63  0.33
44 H 4.69 0.40 -0.39  0.32
45 H 4.94 2.00 -1.05  0.33
46 H 6.12 0.30 -2.96  0.72
47 H 4.67 1.22 -3.14  0.32
48 H 4.04 -0.90 -3.77  0.50
49 H 5.03 -1.71 -2.60  0.07
50 H -0.38 -2.27 1.30  0.68
51 H -1.29 -1.42 0.08  0.45
52 H 0.13 -0.44 2.53  0.60
53 H 0.00 0.69 1.20  0.41
54 H -1.95 1.04 2.65  0.36
55 H -2.23 -0.67 2.75  0.34
56 H -2.56 0.16 1.22  0.12
57 H 0.70 -3.80 0.71  0.50
58 H 2.33 -4.29 0.46  0.51
59 H 2.17 -2.12 2.31  0.28
60 H 1.39 -3.46 2.83  0.30
61 H 3.97 -3.65 0.18  0.76
62 H 5.28 -3.72 -2.45  0.33
63 H 3.43 -5.15 -3.38  0.49
64 H 2.99 -3.44 -3.33  0.20
65 H 2.36 -4.57 -2.12  0.21
66 H -0.27 4.10 -1.62  0.37
67 H -0.73 3.17 -0.22  0.36
68 H -2.54 2.12 -1.88  0.51
69 H -2.18 3.53 -2.85  0.23
70 H -3.92 4.35 -1.56  0.47
71 H -2.54 4.87 -0.62  0.43
72 H -3.97 3.99 0.99  0.34
73 H -2.81 2.71 0.75  0.10
74 H -4.59 1.20 1.82  0.83
75 H -6.61 -0.21 0.74  0.48
76 H -7.08 0.86 -1.68  0.44
77 H -5.35 2.87 -2.00  0.33
78 H 1.60 4.25 -2.54  0.63
79 H 2.73 3.31 -3.49  0.30
80 H 0.75 2.81 -5.09  0.34
81 H -0.08 4.13 -4.29  0.24
82 H 1.43 4.44 -5.13  0.42
83 C -6.05 -2.96 6.55  -0.92
84 C -6.73 -1.89 5.73  -0.41
85 O -5.90 -0.73 5.56  -0.39
86 C -4.99 -0.63 4.57  0.77
87 C -4.65 -1.85 3.74  -0.88
88 O -4.44 0.42 4.42  -0.53
89 H -5.16 -3.35 6.05  0.27
90 H -6.73 -3.80 6.73  0.35
91 H -5.74 -2.56 7.52  0.29
92 H -7.08 -2.26 4.77  0.36
93 H -7.61 -1.51 6.26  0.31
94 H -3.79 -2.34 4.19  0.29
95 H -4.38 -1.50 2.75  0.20
96 H -5.46 -2.57 3.64  0.35

Values from the calculation:
* HOMO: -8.0 eV

=====

Most stable = arrangement 2